(w)
DFT (ωB97M-V with the def2-TZVPD basis set) results for C3H6N2O2 in the gas phase.

Cartesian coordinates (Å):
C1 2.474 -0.043 0.136
C2 0.896 -0.180 -0.032
N1 0.170 -1.238 -0.173
O1 -1.244 -1.139 -0.178
C3 -1.667 0.107 0.361
O2 -1.100 1.181 -0.189
N2 0.384 1.116 -0.019
H1 3.018 0.427 -0.580
H2 2.697 0.228 1.129
H3 2.525 -1.084 0.195
H4 -1.775 -0.069 1.461
H5 -2.644 0.147 0.007
H6 0.838 1.563 -0.712

Summary:
structure (SMILES)	CC1=NOCON1
highest occupied orbital energy	-0.32922	Ha
LUMO energy	0.9	eV

---

(x)
DFT (ωB97M-V with the def2-TZVPD basis set) results for C3H6N2O2 in the gas phase.

Cartesian coordinates (Å):
C1 1.261 -2.508 0.445
N1 0.517 -1.427 0.427
N2 0.157 -0.857 -0.842
C2 0.366 0.600 -0.868
C3 -0.640 1.326 0.005
O1 -1.122 2.367 -0.323
O2 -0.806 0.778 1.222
H1 1.460 -2.937 1.372
H2 1.597 -3.108 -0.411
H3 0.464 -1.323 -1.660
H4 0.223 0.864 -1.964
H5 1.332 0.821 -0.429
H6 -0.297 0.001 1.313

Summary:
structure (SMILES)	C=NNCC(=O)O
highest occupied orbital energy	-0.34805	Ha
LUMO energy	0.6	eV

---

Decreasing stability: (x), (w)

---

(w)
DFT (ωB97M-V with the def2-TZVPD basis set) results for C3H6N2O2 in the gas phase.

Cartesian coordinates (Å):
C1 -1.723 0.953 -0.396
N1 -0.639 1.525 -0.611
C2 0.584 1.089 0.275
C3 0.713 -0.378 0.270
O1 1.423 -0.981 -0.736
N2 -0.118 -1.050 0.976
O2 -0.100 -2.423 0.880
H1 -2.581 1.182 -1.013
H2 -1.732 0.066 0.340
H3 1.460 1.596 -0.139
H4 0.370 1.434 1.287
H5 1.839 -0.322 -1.299
H6 0.503 -2.693 0.166

Summary:
structure (SMILES)	C=NC/C(O)=N/O
highest occupied orbital energy	-0.34362	Ha
LUMO energy	0.5	eV

---

(x)
DFT (ωB97M-V with the def2-TZVPD basis set) results for C3H6N2O2 in the gas phase.

Cartesian coordinates (Å):
H1 -1.549 -0.200 2.796
N1 -1.443 -0.006 1.810
C1 -0.325 0.538 1.594
O1 -0.077 1.386 0.465
C2 -0.430 0.727 -0.725
C3 0.460 -0.514 -0.612
N2 1.058 -1.044 -1.685
O2 0.726 -0.969 0.491
H2 0.524 0.633 2.267
H3 -1.505 0.516 -0.723
H4 -0.212 1.306 -1.637
H5 1.758 -1.730 -1.440
H6 1.014 -0.643 -2.602

Summary:
structure (SMILES)	[H]/N=C/OCC(N)=O
highest occupied orbital energy	-0.33947	Ha
LUMO energy	0.7	eV

---

Decreasing stability: (x), (w)

---

(w)
DFT (ωB97M-V with the def2-TZVPD basis set) results for C3H6N2O2 in the gas phase.

Cartesian coordinates (Å):
H1 0.784 -1.560 1.079
N1 0.341 -1.305 0.222
C1 -0.424 -0.293 0.261
N2 -1.653 -0.306 -0.516
C2 -0.905 -0.531 -1.723
O1 -0.460 -1.618 -1.978
O2 -0.261 0.869 0.890
C3 1.089 1.296 1.060
H2 -2.099 -1.205 -0.296
H3 -0.675 0.378 -2.292
H4 1.023 2.373 1.212
H5 1.672 1.075 0.158
H6 1.567 0.826 1.923

Summary:
structure (SMILES)	[H]/N=C(/NC=O)OC
highest occupied orbital energy	-0.35077	Ha
LUMO energy	0.6	eV

---

(x)
DFT (ωB97M-V with the def2-TZVPD basis set) results for C3H6N2O2 in the gas phase.

Cartesian coordinates (Å):
C1 -1.341 -1.519 -1.417
O1 -0.694 -0.748 -0.432
N1 -1.277 0.637 -0.306
N2 -0.449 1.413 0.042
C2 0.979 1.041 0.203
C3 1.327 0.839 1.650
O2 1.729 1.108 -0.723
H1 -0.805 -1.403 -2.368
H2 -1.317 -2.565 -1.101
H3 -2.379 -1.196 -1.550
H4 0.706 0.057 2.082
H5 1.146 1.766 2.193
H6 2.377 0.570 1.728

Summary:
structure (SMILES)	CO/N=N\C(C)=O
highest occupied orbital energy	-0.36012	Ha
LUMO energy	0.9	eV

---

(y)
DFT (ωB97M-V with the def2-TZVPD basis set) results for C3H6N2O2 in the gas phase.

Cartesian coordinates (Å):
H1 1.961 0.554 -1.905
N1 1.312 0.185 -1.216
C1 1.640 0.571 -0.052
O1 0.989 0.242 1.063
C2 -0.068 -0.725 0.978
C3 -1.409 -0.114 0.547
N2 -1.562 0.033 -0.793
O2 -2.265 0.159 1.370
H2 2.488 1.211 0.200
H3 0.236 -1.536 0.309
H4 -0.196 -1.088 1.997
H5 -2.386 0.521 -1.111
H6 -0.740 -0.015 -1.386

Summary:
structure (SMILES)	[H]/N=C/OCC(N)=O
highest occupied orbital energy	-0.35815	Ha
LUMO energy	0.8	eV

---

(z)
DFT (ωB97M-V with the def2-TZVPD basis set) results for 2 unconnected molecules or ions with the total composition C3H6N2O2.

Cartesian coordinates (Å):
C1 -0.236 0.479 -0.612
C2 -2.243 0.578 1.162
C3 2.080 -0.629 -0.769
N1 -2.529 1.716 1.294
N2 0.680 -0.386 -0.342
O1 0.352 -1.449 0.473
O2 -1.900 -0.508 1.500
H1 0.186 1.253 -1.402
H2 2.235 0.243 -1.289
H3 1.984 -1.638 -1.329
H4 2.625 -0.688 0.179
H5 -0.663 -1.319 0.602
H6 -2.571 2.348 0.532

Summary:
highest occupied orbital energy	-0.32730	Ha
LUMO energy	0.9	eV

---

Decreasing stability: (y), (w), (x), (z)

---

(w)
DFT (ωB97M-V with the def2-TZVPD basis set) results for C3H6N2O2 in the gas phase.

Cartesian coordinates (Å):
O1 1.695 0.266 1.080
C1 0.710 0.062 0.141
O2 1.263 0.103 -1.156
C2 -0.246 1.210 0.092
C3 -1.467 0.725 -0.134
N1 -1.597 -0.655 -0.287
N2 -0.072 -1.099 0.461
H1 2.243 -0.485 1.282
H2 1.604 -0.770 -1.302
H3 0.089 2.271 0.078
H4 -2.173 1.494 -0.388
H5 -2.150 -1.307 0.335
H6 0.102 -1.816 -0.201

Summary:
structure (SMILES)	OC1(O)C=CNN1
highest occupied orbital energy	-0.32295	Ha
LUMO energy	0.6	eV

---

(x)
DFT (ωB97M-V with the def2-TZVPD basis set) results for C3H6N2O2 in the gas phase.

Cartesian coordinates (Å):
H1 0.918 -1.382 1.509
N1 1.141 -0.447 1.945
C1 0.751 0.446 1.151
N2 0.895 1.765 1.305
O1 0.066 0.341 -0.089
C2 -0.439 -0.863 -0.489
C3 -1.275 -0.594 -1.731
O2 -0.288 -1.935 0.029
H2 0.947 2.290 0.410
H3 1.575 1.980 1.998
H4 -0.615 -0.043 -2.440
H5 -2.160 0.006 -1.434
H6 -1.518 -1.564 -2.163

Summary:
structure (SMILES)	[H]/N=C(/N)OC(C)=O
highest occupied orbital energy	-0.35502	Ha
LUMO energy	0.7	eV

---

(y)
DFT (ωB97M-V with the def2-TZVPD basis set) results for a molecular structure, C3H6N2O2.

Cartesian coordinates (Å):
C1 -0.698 -0.383 1.063
C2 0.441 1.667 -0.607
C3 -0.415 -0.130 -0.327
N1 -1.769 -0.112 1.659
N2 0.754 -0.843 -0.799
O1 1.580 1.502 -0.272
O2 -0.324 2.466 -1.031
H1 0.167 -0.612 1.582
H2 -1.117 -0.212 -1.055
H3 -1.780 -0.329 2.658
H4 0.857 -1.001 -1.945
H5 0.737 -1.765 -0.377
H6 1.566 -0.248 -0.546

Summary:
highest occupied orbital energy	-0.30749	Ha
LUMO energy	-0.2	eV

---

(z)
DFT (ωB97M-V with the def2-TZVPD basis set) results for C3H6N2O2 in the gas phase.

Cartesian coordinates (Å):
H1 -1.554 -2.381 0.498
N1 -1.139 -1.662 -0.095
C1 -1.678 -0.560 0.189
O1 -1.398 0.605 -0.446
C2 -0.092 1.152 -0.479
C3 0.881 0.383 0.413
N2 2.047 -0.006 -0.171
O2 0.614 0.172 1.579
H2 -2.456 -0.396 0.937
H3 0.253 1.242 -1.516
H4 -0.193 2.162 -0.068
H5 2.570 -0.708 0.333
H6 2.145 -0.003 -1.173

Summary:
structure (SMILES)	[H]/N=C/OCC(N)=O
highest occupied orbital energy	-0.36902	Ha
LUMO energy	0.9	eV

---

Decreasing stability: (x), (z), (y), (w)